The molecule C2H4N2OS, computed with ωB97M-V/def2-TZVPD.

Its structure (SMILES) is [H]/N=C(\N)OC=S. The calculation puts the largest force on an atom at 0.051 Eh/bohr. Its energy above the lowest of the compared OMol25 structures with the same formula, charge and spin is 41.0 kcal per mole. Its calculated total energy is -661.52022 Ha. The calculation puts the HOMO energy at -8.919 eV. Its HOMO-LUMO gap is 9.06 eV.

Structure (ORCA input):
```
! RIJCOSX wB97M-V def2-TZVPD def2/J DEFGRID3
* xyz 0 1
H 2.6718 1.6321 -0.0990
N 1.6903 1.3226 0.0090
C 1.4172 0.0775 0.0361
N 2.2106 -1.0583 -0.2158
O 0.1009 -0.3710 0.2260
C -0.9024 0.4762 0.0134
S -2.3776 -0.1505 -0.0453
H 3.0832 -1.0441 0.3182
H 1.6335 -1.8928 0.1335
H -0.5491 1.5088 -0.2842
*
```

Here are the natural (NBO) charges for atoms 1 to 2, given in e:
1. H 0.38
2. N -0.76